# 1
Entry from OMol25: a structure of composition C14H28N2O4S2Ti (wB97M-V/def2-TZVPD).

Geometry (Å):
Ti -0.07 -0.25 0.64
C 5.23 -0.63 1.59
N 4.11 -0.94 0.70
C 4.42 -1.73 -0.49
C 2.87 -0.56 0.95
O 1.93 -0.82 0.18
C 2.61 0.23 2.23
O 1.21 0.29 2.50
C 0.73 1.59 2.84
C 0.45 2.34 1.54
O 0.67 1.70 0.48
N 0.00 3.57 1.56
C -0.35 4.27 2.78
C -0.42 4.22 0.32
H 6.14 -0.60 0.99
H 5.35 -1.39 2.36
H 5.12 0.35 2.05
H 5.04 -1.14 -1.17
H 3.50 -2.01 -0.99
H 4.96 -2.62 -0.19
H 3.02 1.24 2.10
H 3.11 -0.24 3.08
H 1.45 2.10 3.48
H -0.20 1.45 3.39
H 0.05 3.78 3.66
H -1.44 4.32 2.88
H 0.05 5.29 2.75
H -0.05 3.65 -0.53
H -0.02 5.23 0.29
H -1.51 4.25 0.28
C -4.68 0.73 0.66
C -3.31 0.27 0.27
S -2.11 0.49 1.56
C -2.96 -0.26 -0.91
C -3.88 -0.49 -2.08
S -1.28 -0.75 -1.25
H -4.66 1.79 0.92
H -5.03 0.19 1.54
H -5.41 0.59 -0.14
H -3.59 0.15 -2.92
H -4.92 -0.29 -1.84
H -3.79 -1.52 -2.42
C -2.15 -3.11 2.67
C -0.71 -2.66 2.73
O -0.25 -2.24 1.41
H -2.48 -3.41 3.67
H -2.26 -3.97 2.01
H -2.78 -2.29 2.32
H -0.04 -3.46 3.06
H -0.58 -1.80 3.38
H -0.75 -2.71 0.73

## Properties
Maximum force   0.105 eV/Å
Orbital gap (spin up / spin down)   7.28 / 7.25 eV
Total charge   +1
Electronic energy   -2606.474679 Ha
LUMO level (spin up / spin down)   -2.4 / -2.4 eV
Energy relative to the best compared isomer or geometry (same formula, charge and spin)   0.00 kcal per mole
Molar mass   400.39 g mol⁻¹
Multiplicity   2

---

# 2
Entry from OMol25: the ion CH2BrO2S with charge -1 (wB97M-V/def2-TZVPD).

Geometry (Å):
C 0.35 0.37 0.06
O -1.02 1.42 2.01
O 0.69 1.74 -0.01
S -1.03 1.26 0.58
Br -2.28 -0.63 0.39
H 0.04 0.08 -0.97
H 1.12 -0.38 0.42

## Properties
Maximum force   3.939 eV/Å
Orbital gap   7.88 eV
Total charge   -1
Electronic energy   -3161.964690 Ha
LUMO level   3.8 eV
Energy relative to the best compared isomer or geometry (same formula, charge and spin)   37.66 kcal per mole
Molar mass   158.00 g mol⁻¹

---

# 3
Entry from OMol25: a cluster of 4 separate species, C49H36F2N2O7SSi in total (wB97M-V/def2-TZVPD).

Geometry (Å):
C 6.04 2.33 -4.36
C 6.29 0.86 -4.00
C 6.18 -0.07 -5.17
F 7.12 0.29 -6.14
Si 4.49 -0.09 -6.03
F 4.60 -1.18 -7.20
C 3.13 -0.54 -4.83
C 1.80 -1.01 -5.44
S 1.47 -0.43 -7.13
C 0.22 0.74 -6.89
N -0.58 1.07 -7.86
N -1.44 2.03 -7.32
C -1.09 2.16 -6.09
O -0.02 1.39 -5.75
H 6.37 2.54 -5.36
H 4.98 2.56 -4.28
H 6.56 2.98 -3.67
H 5.63 0.56 -3.20
H 7.30 0.78 -3.60
H 6.43 -1.09 -4.86
H 4.23 1.24 -6.61
H 2.95 0.35 -4.22
H 3.49 -1.30 -4.15
H 1.81 -2.10 -5.51
H 0.97 -0.77 -4.79
H -1.55 2.78 -5.35
C -1.43 -5.03 -0.47
C -2.67 -4.94 0.14
C -3.65 -4.12 -0.39
C -3.39 -3.38 -1.54
C -2.14 -3.47 -2.15
C -1.17 -4.30 -1.62
C -1.83 -2.66 -3.36
O -0.74 -2.73 -3.90
C -2.88 -1.76 -3.89
C -2.60 -0.97 -5.00
C -3.57 -0.11 -5.51
C -4.82 -0.05 -4.92
C -5.12 -0.84 -3.82
C -4.15 -1.69 -3.30
C -4.47 -2.51 -2.10
O -5.57 -2.47 -1.59
H -0.67 -5.68 -0.06
H -2.87 -5.50 1.05
H -4.62 -4.04 0.09
H -0.20 -4.36 -2.10
H -1.62 -1.03 -5.46
H -3.33 0.50 -6.37
H -5.57 0.62 -5.32
H -6.09 -0.80 -3.35
C -1.63 -0.23 4.34
C -1.60 -1.04 3.21
C -1.47 -2.41 3.35
C -1.37 -2.98 4.61
C -1.39 -2.16 5.74
C -1.53 -0.79 5.60
C -1.25 -2.74 7.11
O -1.27 -2.03 8.10
C -1.07 -4.22 7.23
C -0.90 -4.77 8.49
C -0.74 -6.14 8.62
C -0.78 -6.96 7.50
C -0.95 -6.41 6.24
C -1.09 -5.04 6.10
C -1.26 -4.46 4.74
O -1.30 -5.18 3.76
H -1.74 0.84 4.23
H -1.67 -0.60 2.23
H -1.45 -3.05 2.47
H -1.55 -0.16 6.49
H -0.88 -4.13 9.36
H -0.60 -6.58 9.60
H -0.66 -8.03 7.61
H -0.97 -7.04 5.36
C -0.66 8.87 1.81
C -1.84 8.17 2.05
C -1.79 6.83 2.41
C -0.56 6.19 2.53
C 0.62 6.90 2.28
C 0.56 8.24 1.92
C 1.95 6.22 2.36
O 2.97 6.84 2.15
C 1.98 4.78 2.71
C 3.20 4.11 2.76
C 3.24 2.77 3.10
C 2.07 2.08 3.39
C 0.85 2.74 3.34
C 0.80 4.08 3.00
C -0.53 4.76 2.93
O -1.55 4.16 3.20
H -0.70 9.92 1.54
H -2.79 8.66 1.95
H -2.70 6.28 2.60
H 1.48 8.78 1.74
H 4.10 4.65 2.53
H 4.19 2.25 3.13
H 2.10 1.04 3.66
H -0.07 2.22 3.57

## Properties
Maximum force   1.244 eV/Å
Orbital gap   7.92 eV
Total charge   0
Electronic energy   -3412.556627 Ha
SMILES string   CC[C@H](F)[Si@@H](F)CCSc1nnco1.O=C1c2ccccc2C(=O)c2ccccc21.O=C1c2ccccc2C(=O)c2ccccc21.O=C1c2ccccc2C(=O)c2ccccc21
LUMO level   -1.2 eV
Molar mass   862.98 g mol⁻¹

---

# 4
Entry from OMol25: a cluster of 11 separate species, C62H146ClN8O14 in total (wB97M-V/def2-TZVPD).

Geometry (Å):
C -12.52 -26.36 -6.09
O -13.86 -25.92 -6.42
C -14.79 -26.68 -5.80
C -14.92 -26.17 -4.33
N -16.09 -26.78 -3.57
H -17.02 -26.34 -3.92
H -16.29 -27.84 -3.60
C -16.09 -26.52 -2.10
C -14.93 -27.19 -1.41
O -13.74 -26.44 -1.54
C -12.69 -26.97 -0.80
H -11.81 -25.89 -6.73
H -12.39 -27.37 -6.45
H -12.34 -26.17 -5.02
H -14.53 -27.75 -5.79
H -15.85 -26.69 -6.17
H -15.16 -25.09 -4.27
H -14.10 -26.37 -3.66
H -17.02 -26.96 -1.72
H -16.10 -25.42 -1.97
H -14.87 -28.18 -1.94
H -15.20 -27.34 -0.33
H -13.01 -27.20 0.22
H -11.81 -26.28 -0.78
H -12.31 -27.88 -1.24
C -15.97 -22.48 -3.37
O -14.96 -23.16 -2.63
C -13.91 -22.37 -2.05
C -14.23 -21.85 -0.69
N -14.64 -22.91 0.28
H -14.84 -22.38 1.15
H -15.54 -23.27 -0.13
C -13.73 -24.06 0.39
C -12.65 -23.76 1.39
O -12.00 -22.54 1.04
C -11.02 -22.16 2.04
H -16.12 -23.06 -4.26
H -15.61 -21.51 -3.81
H -16.87 -22.27 -2.77
H -13.70 -21.44 -2.67
H -13.03 -23.05 -2.09
H -14.94 -21.02 -0.64
H -13.38 -21.40 -0.24
H -13.37 -24.26 -0.60
H -14.35 -24.83 0.76
H -11.98 -24.60 1.55
H -13.22 -23.63 2.35
H -10.24 -22.92 2.06
H -11.42 -21.98 3.05
H -10.57 -21.25 1.64
C -13.05 -35.43 -13.29
O -12.50 -35.71 -12.00
C -11.59 -36.80 -12.05
C -11.18 -37.13 -10.61
N -12.34 -36.87 -9.70
H -13.14 -36.71 -10.34
H -12.49 -37.68 -9.10
C -12.18 -35.62 -8.94
C -13.50 -35.02 -8.37
O -13.15 -33.82 -7.79
C -14.16 -33.21 -7.07
H -13.70 -34.59 -13.11
H -13.58 -36.33 -13.66
H -12.24 -35.08 -13.95
H -10.72 -36.61 -12.69
H -11.98 -37.67 -12.58
H -10.32 -36.52 -10.31
H -10.77 -38.17 -10.55
H -11.70 -34.89 -9.66
H -11.43 -35.80 -8.18
H -13.98 -35.67 -7.62
H -14.29 -34.93 -9.19
H -15.02 -33.03 -7.71
H -13.89 -32.23 -6.84
H -14.46 -33.81 -6.20
C -17.12 -21.57 -11.84
O -16.76 -21.87 -10.52
C -17.85 -22.13 -9.70
C -17.45 -22.21 -8.25
N -16.65 -23.41 -7.74
H -16.42 -23.24 -6.78
H -17.25 -24.21 -7.71
C -15.34 -23.77 -8.43
C -14.29 -22.80 -7.99
O -14.40 -22.69 -6.56
C -13.11 -22.40 -5.93
H -17.91 -22.25 -12.23
H -16.29 -21.65 -12.51
H -17.56 -20.60 -11.92
H -18.38 -23.06 -10.06
H -18.64 -21.36 -9.76
H -18.32 -22.07 -7.67
H -16.84 -21.27 -8.15
H -15.54 -23.61 -9.50
H -15.08 -24.79 -8.08
H -14.31 -21.81 -8.51
H -13.29 -23.15 -8.30
H -13.25 -22.37 -4.88
H -12.86 -21.35 -6.22
H -12.32 -23.07 -6.20
C -16.77 -19.14 -5.34
C -18.29 -19.18 -5.37
C -18.83 -20.27 -4.36
C -20.37 -20.55 -4.45
N -20.96 -21.12 -3.17
C -22.48 -21.59 -3.32
C -23.13 -20.23 -3.47
C -22.30 -19.17 -2.74
C -21.14 -19.97 -2.21
C -20.10 -22.21 -2.58
H -16.33 -19.03 -4.38
H -16.37 -18.37 -5.99
H -16.37 -20.08 -5.76
H -18.59 -19.46 -6.40
H -18.68 -18.17 -5.30
H -18.52 -20.00 -3.33
H -18.30 -21.19 -4.67
H -20.57 -21.29 -5.21
H -20.96 -19.65 -4.62
H -22.72 -22.02 -2.36
H -22.67 -22.29 -4.10
H -24.17 -20.37 -3.11
H -23.10 -19.85 -4.45
H -22.82 -18.68 -1.89
H -22.06 -18.43 -3.45
H -21.35 -20.42 -1.22
H -20.20 -19.48 -2.18
H -19.89 -23.03 -3.29
H -20.64 -22.69 -1.72
H -19.21 -21.74 -2.15
C -17.20 -25.91 5.93
C -18.59 -26.49 5.65
C -19.37 -26.31 6.94
C -20.89 -26.52 6.74
N -21.67 -26.60 8.00
C -21.13 -27.87 8.80
C -22.42 -28.58 9.28
C -23.38 -28.32 8.13
C -23.12 -26.93 7.65
C -21.59 -25.36 8.77
H -16.51 -25.95 5.08
H -16.72 -26.42 6.76
H -17.32 -24.87 6.17
H -18.44 -27.51 5.37
H -19.01 -25.90 4.82
H -19.28 -25.33 7.38
H -19.04 -27.01 7.73
H -21.07 -27.48 6.28
H -21.42 -25.70 6.22
H -20.38 -27.51 9.54
H -20.63 -28.43 8.03
H -22.90 -28.17 10.16
H -22.24 -29.69 9.44
H -24.37 -28.37 8.55
H -23.30 -29.05 7.30
H -23.73 -26.25 8.22
H -23.20 -26.76 6.57
H -22.00 -24.60 8.15
H -20.57 -25.25 9.02
H -22.20 -25.48 9.64
C -16.85 -31.15 1.73
C -17.30 -30.83 0.33
C -18.54 -29.94 0.40
C -18.84 -29.46 -0.99
N -20.00 -28.51 -1.21
C -21.40 -29.09 -1.25
C -21.49 -29.89 -2.54
C -20.40 -29.24 -3.49
C -19.87 -28.03 -2.65
C -19.93 -27.37 -0.24
H -16.11 -31.95 1.82
H -17.74 -31.47 2.28
H -16.51 -30.26 2.24
H -17.49 -31.65 -0.34
H -16.53 -30.24 -0.20
H -18.26 -29.06 0.97
H -19.36 -30.46 0.93
H -19.01 -30.24 -1.70
H -17.96 -28.97 -1.43
H -21.96 -28.17 -1.25
H -21.62 -29.58 -0.34
H -22.54 -29.77 -2.99
H -21.36 -30.97 -2.42
H -20.74 -28.91 -4.49
H -19.56 -29.94 -3.68
H -20.45 -27.10 -2.73
H -18.84 -27.76 -2.83
H -20.20 -27.72 0.75
H -20.59 -26.60 -0.60
H -18.92 -27.02 -0.10
C -13.79 -27.73 -9.47
C -14.49 -29.00 -9.04
C -16.01 -28.80 -9.02
C -16.71 -29.96 -8.31
N -18.17 -29.65 -7.90
C -18.76 -30.76 -7.10
C -20.27 -30.78 -7.35
C -20.46 -29.78 -8.45
C -19.09 -29.55 -9.08
C -18.19 -28.35 -7.05
H -13.64 -27.15 -8.57
H -14.40 -27.03 -10.06
H -12.86 -27.90 -10.00
H -14.12 -29.27 -8.05
H -14.34 -29.85 -9.68
H -16.40 -28.64 -10.05
H -16.11 -27.88 -8.43
H -16.15 -30.27 -7.45
H -16.72 -30.75 -9.03
H -18.50 -30.54 -6.08
H -18.29 -31.67 -7.41
H -20.81 -30.53 -6.46
H -20.56 -31.76 -7.76
H -20.87 -28.78 -8.20
H -21.13 -30.20 -9.18
H -19.03 -28.61 -9.66
H -18.75 -30.35 -9.72
H -17.40 -28.50 -6.32
H -19.08 -28.31 -6.46
H -18.17 -27.47 -7.68
Cl -18.06 -24.85 -5.37
O -16.61 -31.56 -3.61
C -16.55 -30.08 -4.03
O -17.01 -29.27 -3.15
O -16.19 -29.90 -5.16
H -16.78 -31.54 -2.67
O -16.31 -24.21 2.03
C -17.17 -24.65 0.97
O -18.06 -25.40 1.21
O -16.78 -24.15 -0.08
H -16.59 -24.78 2.81

## Properties
Maximum force   4.345 eV/Å
Orbital gap   9.60 eV
Total charge   +5
Electronic energy   -4399.811555 Ha
LUMO level   -7.5 eV
Molar mass   1263.35 g mol⁻¹